Density functional theory data (wB97M-V/def2-TZVPD) for the ion C3H8NS with charge +1.

**ΔE to the lowest compared entry with this formula, charge and spin**: 40.1 kcal per mole
**HOMO level**: -14.08 eV
**Total charge**: +1
**Electronic energy**: -15556.9201 eV
**LUMO level**: -5.71 eV
**2S+1**: 1

XYZ file:
```
13
C3H8NS (wB97M-V/def2-TZVPD)
C 2.2113 1.0175 -0.7315
C -0.2788 -0.6203 0.2190
C -1.3963 -0.3265 1.2681
N -0.6559 -0.5322 -1.0770
S 1.0870 1.1531 0.4137
H 2.4341 0.2001 -1.4091
H 2.9955 1.8376 -0.7604
H 0.3509 -1.5003 0.5117
H -2.0559 -1.1364 1.2749
H -2.0759 0.5447 1.0782
H -1.0491 -0.0603 2.3602
H -1.5122 -0.0962 -1.1472
H -0.0546 -0.4808 -2.0006
```